No. 1
{"formula": "C8H11O2S", "method": "ωB97M-V/def2-TZVPD", "symbols": ["C", "C", "C", "C", "C", "C", "C", "C", "O", "O", "S", "H", "H", "H", "H", "H", "H", "H", "H", "H", "H", "H"], "xyz": [[0.482061, -1.895493, 0.892206], [-0.891996, -1.545976, 1.138381], [1.422957, -1.099740, 0.368957], [-1.368940, -0.433371, 0.557568], [0.975309, 0.340464, 0.097816], [-0.465412, 0.324625, -0.313454], [1.413302, 1.274807, 1.271494], [-1.106135, 1.661492, -0.924850], [-1.896881, -0.779039, -2.328440], [0.500434, -0.443559, -2.758782], [-0.521867, -1.031990, -1.882715], [0.851795, -2.907719, 1.191554], [-1.624668, -2.128248, 1.551433], [2.416881, -1.540041, 0.331016], [-2.402257, -0.202500, 0.592063], [1.504211, 0.655850, -0.932696], [2.493411, 1.383699, 1.229634], [1.284312, 0.519080, 2.026133], [0.794885, 2.231247, 1.085067], [-0.537257, 1.999698, -1.739237], [-1.307785, 2.443905, -0.246611], [-2.016362, 1.172808, -1.206538]], "forces_ev_per_a": [[1.10, -1.98, 0.98], [0.71, 1.61, -1.26], [-1.20, 0.53, 0.78], [1.62, 0.62, -0.22], [2.70, 0.27, -3.26], [-0.96, 1.10, -0.02], [-0.92, -0.35, -2.33], [0.61, -3.54, 1.39], [-0.96, 0.12, -0.56], [0.54, 0.27, -0.68], [0.16, 0.09, 0.62], [-0.64, 0.67, -0.23], [-1.12, -2.00, 1.41], [0.09, 0.69, -0.40], [-0.90, 0.22, 0.00], [-0.82, -0.35, 2.08], [0.12, 0.64, -0.22], [-0.90, 0.96, 1.64], [1.12, -1.38, 1.38], [0.66, 0.38, -1.27], [-0.07, 0.86, 1.09], [-0.94, 0.57, -0.92]], "relative_energy_kcal_mol": 39.1, "total_charge": -1, "homo_energy_ev": -2.905}

No. 2
{"formula": "C35H50B2BaF7N10O4S2Se", "method": "ωB97M-V/def2-TZVPD", "symbols": ["Ba", "C", "C", "N", "O", "B", "F", "F", "O", "N", "C", "C", "C", "N", "O", "B", "F", "F", "O", "N", "C", "C", "C", "H", "H", "H", "H", "H", "H", "H", "H", "H", "H", "H", "H", "N", "C", "N", "C", "C", "S", "C", "C", "S", "C", "N", "N", "H", "H", "H", "H", "H", "H", "C", "C", "C", "C", "C", "H", "H", "H", "H", "H", "H", "H", "H", "H", "H", "F", "C", "F", "F", "C", "C", "C", "C", "N", "C", "Se", "N", "C", "C", "C", "C", "C", "C", "C", "C", "C", "C", "H", "H", "H", "H", "H", "H", "H", "H", "H", "H", "H", "H", "H", "H", "H", "H", "H", "H", "H", "H", "H", "H"], "xyz": [[-0.579622, -0.502016, -0.220273], [-4.891551, 0.237273, -0.946445], [-3.436178, 0.553164, -1.059513], [-2.584582, -0.130881, -1.731448], [-3.021274, -1.224855, -2.374724], [-2.123112, -1.649152, -3.510096], [-2.652493, -2.833834, -3.992303], [-2.127602, -0.610333, -4.467189], [-0.693880, -1.956378, -3.121520], [-0.021271, -0.848176, -2.630156], [0.520405, -0.045272, -3.458226], [0.627789, -0.264424, -4.934495], [1.020177, 1.260146, -2.869504], [0.477023, 1.606201, -1.763311], [0.827508, 2.827050, -1.301652], [-0.288840, 3.562135, -0.584866], [-1.209322, 4.000164, -1.559977], [0.367442, 4.620027, 0.058203], [-1.009063, 2.806378, 0.477186], [-1.653107, 1.685826, 0.002629], [-2.861429, 1.790129, -0.392703], [-3.705993, 3.019107, -0.289556], [1.967964, 2.136461, -3.628101], [-5.080252, -0.745155, -1.368884], [-5.193779, 0.235368, 0.102528], [-5.489586, 0.980250, -1.481396], [0.224734, -1.236650, -5.195189], [0.061014, 0.496912, -5.473650], [1.676791, -0.198145, -5.241574], [-3.167282, 3.795475, 0.241044], [-3.951279, 3.382842, -1.290451], [-4.640512, 2.783714, 0.228235], [2.671961, 1.545292, -4.217293], [1.417111, 2.794738, -4.307363], [2.512875, 2.770766, -2.932564], [3.040568, 3.159937, 0.529581], [2.800804, 2.740472, 1.823398], [1.916576, 1.853481, 2.145741], [1.913789, 1.656343, 3.514482], [2.816617, 2.357327, 4.233992], [3.723198, 3.366892, 3.169091], [0.884660, 0.804612, 4.135642], [0.071604, 1.225740, 5.113194], [-1.010419, -0.023129, 5.597025], [-0.362466, -1.053254, 4.390612], [0.640848, -0.519014, 3.717099], [-0.825151, -2.294504, 4.138690], [2.256606, 3.009300, -0.086528], [3.426020, 4.084790, 0.444814], [2.994124, 2.331742, 5.299522], [0.046796, 2.209233, 5.556826], [-1.805265, -2.418800, 4.344514], [-0.626795, -2.564928, 3.176480], [3.544199, -2.283631, 2.317083], [2.209495, -2.423241, 3.057613], [2.528098, -2.447394, 4.563535], [1.640421, -3.803632, 2.645613], [1.369321, -1.164581, 2.623619], [4.201985, -3.131026, 2.540773], [4.057057, -1.358608, 2.602558], [3.388379, -2.262704, 1.236968], [3.277765, -3.220087, 4.782002], [1.646069, -2.669784, 5.171054], [2.938720, -1.482194, 4.885542], [2.450397, -4.534197, 2.519446], [1.108317, -3.732031, 1.695837], [0.961041, -4.222676, 3.392051], [2.057929, -0.406442, 2.253499], [-2.187401, -3.302378, 1.573629], [-2.458708, -2.185651, 0.784927], [-1.833132, -1.087924, 1.644299], [-3.786139, -1.963570, 1.074852], [3.155336, -4.878566, -4.741225], [2.178884, -3.758212, -4.375475], [2.796988, -2.657708, -3.509637], [3.865200, -1.916714, -4.294262], [4.329681, -0.591288, -3.828483], [4.295172, 0.012759, -2.596437], [3.570560, -0.578550, -1.025651], [4.905797, 1.226706, -2.757717], [4.986131, 2.261400, -1.718112], [6.018059, 1.982485, -0.624519], [7.426077, 1.659383, -1.123840], [8.169769, 2.852154, -1.727004], [5.317509, 1.400191, -4.077165], [5.946201, 2.447710, -4.730901], [6.241971, 2.277524, -6.079582], [5.917935, 1.095116, -6.747029], [5.275576, 0.052177, -6.086862], [4.976819, 0.235763, -4.746119], [2.650989, -5.680916, -5.285720], [3.598015, -5.315070, -3.839001], [3.975745, -4.523634, -5.374382], [1.329935, -4.169755, -3.827294], [1.765432, -3.315295, -5.289688], [3.215710, -3.085957, -2.600718], [2.021832, -1.968613, -3.192814], [3.463144, -1.731464, -5.292402], [4.752882, -2.540571, -4.418480], [3.997927, 2.353099, -1.265211], [5.211907, 3.194538, -2.234132], [5.643127, 1.161147, -0.015606], [6.045482, 2.869460, 0.019063], [7.372450, 0.844790, -1.853531], [8.003863, 1.272931, -0.281579], [7.692252, 3.213140, -2.639208], [9.199404, 2.593678, -1.986533], [8.203938, 3.685830, -1.017608], [6.191760, 3.370490, -4.223246], [6.734309, 3.078753, -6.618451], [6.164768, 0.987482, -7.796790], [5.016850, -0.861332, -6.606528]], "forces_ev_per_a": [[3.77, -1.29, 0.92], [-0.02, 0.01, -0.02], [0.15, 0.25, 0.13], [-0.78, 0.86, -0.67], [-0.04, -0.31, -0.12], [-0.10, 0.02, -0.03], [0.13, 0.26, 0.04], [0.01, -0.24, 0.13], [-0.10, 0.22, -0.08], [0.20, 0.13, -1.46], [0.10, 0.35, 0.06], [0.06, 0.11, 0.01], [-0.23, -0.30, -0.03], [-0.27, -0.43, -0.76], [0.08, 0.46, 0.41], [-0.10, 0.23, 0.10], [0.28, -0.09, 0.21], [-0.24, -0.22, -0.22], [0.20, 0.28, -0.18], [-1.10, 1.19, -0.29], [-0.18, -0.20, -0.09], [-0.09, -0.09, -0.07], [0.03, -0.05, -0.11], [0.00, 0.00, -0.01], [0.00, 0.02, -0.03], [0.01, -0.02, 0.03], [-0.02, -0.04, 0.02], [0.04, -0.01, 0.02], [-0.04, 0.05, -0.01], [0.03, 0.03, 0.03], [0.01, -0.02, 0.05], [0.05, 0.01, -0.05], [-0.14, 0.09, 0.00], [0.01, -0.05, 0.03], [-0.02, 0.00, -0.05], [0.33, -0.16, 1.20], [0.05, 0.26, -0.58], [-0.09, 0.09, 0.24], [-0.24, -0.29, -0.21], [0.11, 0.11, 0.09], [0.15, 0.06, -0.04], [0.22, -0.01, -0.31], [-0.06, 0.17, 0.25], [-0.18, 0.05, 0.14], [0.06, 0.13, -0.15], [0.57, 0.36, -0.34], [-0.12, -0.43, -0.08], [-0.50, -0.10, -0.30], [-0.05, 0.14, 0.07], [-0.04, 0.00, -0.15], [0.00, -0.13, -0.06], [-0.05, -0.02, 0.01], [0.11, -0.04, -0.17], [0.13, 0.08, -0.01], [0.06, 0.26, 0.04], [0.07, 0.02, -0.01], [-0.06, 0.07, 0.07], [-0.14, -0.73, 0.34], [-0.03, 0.07, -0.01], [-0.03, -0.07, -0.04], [-0.01, 0.00, -0.01], [-0.11, 0.07, -0.03], [0.02, 0.05, -0.05], [-0.02, -0.10, -0.02], [-0.08, 0.11, 0.06], [0.01, 0.02, -0.02], [-0.08, 0.11, -0.03], [-0.19, -0.15, 0.05], [0.10, 0.26, 0.03], [-0.69, -0.58, 0.30], [-1.39, -0.58, 2.05], [0.18, 0.01, -0.10], [0.01, 0.01, 0.03], [0.08, -0.04, 0.01], [0.02, -0.02, -0.03], [0.17, 0.17, 0.11], [-0.10, -0.28, -0.17], [-0.03, 0.04, -0.39], [0.12, 0.04, -0.03], [0.18, 0.33, 0.06], [0.03, -0.21, -0.18], [0.00, 0.00, -0.12], [-0.01, 0.10, -0.03], [-0.03, 0.00, 0.06], [0.08, 0.06, 0.55], [0.01, 0.07, -0.10], [-0.03, -0.04, 0.06], [-0.03, -0.02, 0.08], [0.02, 0.04, -0.15], [-0.22, -0.36, 0.11], [0.02, 0.06, 0.04], [-0.04, 0.04, -0.08], [-0.07, -0.02, 0.05], [0.00, -0.01, -0.04], [-0.01, -0.02, 0.07], [0.02, -0.01, 0.04], [-0.01, -0.02, 0.00], [0.01, 0.00, -0.06], [0.06, -0.02, 0.01], [0.22, -0.10, -0.04], [-0.01, 0.03, -0.07], [-0.01, -0.02, 0.01], [-0.01, -0.05, -0.01], [0.02, 0.01, 0.02], [0.01, -0.02, 0.01], [0.00, 0.00, 0.03], [-0.06, -0.01, 0.02], [0.00, -0.06, -0.04], [-0.01, -0.03, -0.02], [-0.04, -0.05, 0.03], [-0.02, 0.01, 0.07], [0.03, 0.05, 0.02]], "total_charge": -1, "homo_energy_ev": -4.219}

No. 3
{"formula": "C3H7N3O", "method": "ωB97M-V/def2-TZVPD", "symbols": ["C", "C", "N", "N", "N", "C", "O", "H", "H", "H", "H", "H", "H", "H"], "xyz": [[2.062269, 0.383328, 0.287921], [0.886184, 0.037825, -0.231933], [0.312792, 0.635090, -1.346213], [0.119339, -1.015014, 0.308116], [-1.266875, -0.873896, 0.305734], [-1.965460, 0.190769, 0.741445], [-3.159120, 0.230944, 0.542143], [2.417393, -0.046455, 1.206754], [2.697217, 1.102310, -0.195223], [0.960984, 1.157527, -1.914340], [-0.296124, 0.036379, -1.885340], [0.476887, -1.310951, 1.212082], [-1.900799, -1.499194, -0.240909], [-1.344687, 0.971339, 1.209763]], "forces_ev_per_a": [[0.09, 0.03, 0.14], [-0.04, 0.01, -0.33], [-0.13, -0.08, 0.02], [-0.27, -0.06, 0.22], [-0.51, -1.19, -0.73], [-0.19, 0.37, -0.22], [-0.07, 0.52, 0.39], [-0.01, -0.11, 0.18], [0.08, 0.12, -0.16], [-0.06, -0.02, 0.05], [0.09, 0.05, -0.01], [-0.17, 0.02, -0.24], [1.39, 0.30, 0.52], [-0.21, 0.04, 0.15]], "relative_energy_kcal_mol": 44.8, "smiles": "C=C(N)NNC=O", "total_charge": 0, "homo_energy_ev": -8.376}

No. 4
{"formula": "C4H11O2P", "method": "ωB97M-V/def2-TZVPD", "symbols": ["C", "C", "C", "C", "O", "H", "H", "H", "H", "H", "H", "H", "H", "H", "H", "O", "P", "H"], "xyz": [[1.712096, -0.513438, -0.897467], [0.538480, -0.173744, 0.028856], [0.206718, 1.355989, -0.061420], [0.704886, -0.446635, 1.471057], [-0.691022, -0.823586, -0.352524], [1.074604, -0.703100, -1.844314], [2.487666, 0.294556, -0.934050], [2.235368, -1.459606, -0.727706], [0.886102, 1.960745, 0.507592], [-0.772798, 1.298206, 0.257920], [0.094725, 1.703196, -1.196169], [1.564540, 0.018832, 1.939341], [-0.080106, -0.064102, 1.960718], [0.803602, -1.537901, 1.600420], [-0.822386, -1.629246, 0.124676], [-3.817332, 0.828264, -1.546155], [-3.420074, 0.606114, -0.151244], [-2.705070, -0.714536, -0.179523]], "forces_ev_per_a": [[-1.35, -0.44, -1.40], [0.43, 1.59, -0.15], [0.83, -1.22, -4.00], [3.29, -2.16, -0.57], [0.92, 0.86, -1.13], [1.81, 0.75, 0.75], [-0.96, -0.60, -0.31], [-0.23, 0.03, 0.43], [0.11, 0.37, 0.17], [-2.05, 0.95, 1.28], [0.64, -0.61, 2.35], [0.50, 0.03, -0.25], [-3.22, 1.02, 1.99], [-0.12, 0.29, 0.34], [0.18, -0.82, 0.49], [-0.28, 0.23, -0.68], [0.67, -1.00, 0.52], [-1.16, 0.75, 0.16]], "relative_energy_kcal_mol": 41.4, "smiles": "CC(C)(C)O.O=P", "total_charge": 0, "homo_energy_ev": -9.103}

No. 5
{"formula": "C4H8N2", "method": "ωB97M-V/def2-TZVPD", "symbols": ["C", "C", "C", "C", "H", "H", "H", "H", "H", "H", "H", "H", "N", "N"], "xyz": [[-0.820159, -0.515190, -1.097997], [-0.197096, -0.155001, 0.322459], [0.592662, 1.172276, -0.007934], [-1.115675, 0.191664, 1.280636], [-0.099008, -0.682145, -1.886583], [-1.712248, -1.423612, -0.831614], [-1.311985, 0.129393, -1.719366], [1.409707, 1.093183, -0.970745], [1.803920, 1.183480, 0.924263], [-0.087555, 2.034375, -0.110192], [1.520169, -1.103836, -0.132351], [1.322774, -1.143999, 1.413568], [0.626786, -1.149284, 0.629155], [-1.932290, 0.368697, 2.186701]], "forces_ev_per_a": [[-2.46, -4.11, 2.50], [1.34, 4.62, -6.00], [5.46, -0.27, 0.06], [-8.28, 1.24, 8.75], [1.08, -1.54, 0.68], [3.09, 2.27, -1.31], [-2.20, 2.97, -0.20], [-2.95, -0.08, 2.23], [-4.04, 0.60, -2.10], [0.92, 0.04, 0.37], [-3.49, -0.45, 1.86], [-1.98, 0.82, 0.11], [8.06, -5.19, -0.87], [5.45, -0.93, -6.09]], "relative_energy_kcal_mol": 124.0, "total_charge": 0, "homo_energy_ev": -9.888}

No. 6
{"formula": "CH3Cl2P", "method": "ωB97M-V/def2-TZVPD", "symbols": ["H", "P", "C", "Cl", "H", "Cl", "H"], "xyz": [[-0.032976, 0.082978, 0.035655], [-0.748205, -1.110523, -0.012743], [-2.307784, -0.635028, 0.012703], [-2.957039, 0.973494, 0.003504], [-3.096737, -1.392308, -0.318974], [2.638194, 0.469397, 0.048688], [2.665121, 0.678412, -1.143141]], "forces_ev_per_a": [[-0.20, 0.67, 0.27], [0.89, -1.35, -0.01], [-2.01, -0.23, -1.50], [0.06, -0.14, 0.19], [1.09, 1.02, 1.06], [0.11, -0.43, 2.63], [0.07, 0.47, -2.64]], "relative_energy_kcal_mol": 65.1, "smiles": "[H]/P=C\\Cl.Cl", "total_charge": 0, "homo_energy_ev": -9.572}